(1)
Formula: C42H85ClN2NbO10
Source: the Open Molecules 2025 dataset
Level of theory: wB97M-V/def2-TZVPD

Largest force on an atom in hartree/bohr: 0.1224
Net charge: -1
Energy relative to the best compared isomer or geometry (same formula, charge and spin) in eV: 4.683

Last column: Mulliken charge in e.
CARTESIAN COORDINATES (ANGSTROEM)
C: 2.119 -6.092 -0.870  -1.00
C: 1.021 -5.388 0.066  -0.07
C: -0.469 -5.335 -0.542  -0.47
Cl: -0.649 -6.070 -2.222  -0.23
Nb: -1.350 -3.215 -0.465  -0.29
C: 0.579 -2.248 -1.221  -0.82
N: -0.735 -3.067 1.618  -0.85
C: -2.302 -1.142 -0.335  -1.09
C: -1.306 -0.087 0.363  0.14
C: -0.747 1.046 -0.656  -0.66
C: 0.322 2.038 0.017  -0.39
N: 1.705 1.492 0.112  0.49
C: 2.534 0.853 -0.888  -0.34
C: 3.903 0.542 -0.210  -0.51
C: 3.721 1.059 1.271  -0.56
C: 2.307 1.650 1.440  -0.35
H: 3.152 -5.775 -0.452  0.31
H: 2.108 -5.762 -1.959  0.17
H: 2.066 -7.231 -0.727  0.31
H: 1.426 -4.359 0.397  0.15
H: 0.983 -6.013 1.041  0.32
H: -1.127 -5.977 0.162  0.41
H: -2.952 -3.902 0.114  0.03
H: -2.026 -3.393 -2.171  0.03
H: 1.177 -1.928 -0.297  0.13
H: 1.202 -3.049 -1.784  0.31
H: 0.393 -1.405 -1.971  0.20
H: -0.933 -3.987 2.044  0.27
H: -1.460 -2.437 2.030  0.27
H: -2.625 -0.725 -1.365  0.29
H: -3.265 -1.178 0.299  0.22
H: -0.409 -0.548 0.896  0.20
H: -1.904 0.490 1.161  0.27
H: -1.672 1.701 -0.901  0.35
H: -0.407 0.612 -1.659  0.24
H: -0.095 2.344 1.036  -0.12
H: 0.384 2.959 -0.680  0.24
H: 2.233 0.628 -1.972  0.32
H: 4.822 0.072 -0.683  0.41
H: 4.507 1.027 2.088  0.32
H: 1.845 2.102 2.379  0.39
C: 7.516 1.216 -2.266  -1.29
C: 6.361 1.250 -3.231  0.95
O: 5.554 0.342 -3.283  -0.50
C: 6.244 2.453 -4.130  -0.94
H: 7.474 0.293 -1.684  0.31
H: 8.460 1.241 -2.814  0.41
H: 7.453 2.064 -1.581  0.31
H: 7.132 2.533 -4.761  0.35
H: 6.125 3.356 -3.528  0.32
H: 5.367 2.341 -4.771  0.09
C: -5.559 -4.368 3.538  -1.11
C: -4.802 -3.111 3.202  0.81
O: -3.631 -3.147 2.882  -0.44
C: -5.553 -1.808 3.278  -1.13
H: -4.893 -5.228 3.441  0.23
H: -5.921 -4.320 4.568  0.28
H: -6.396 -4.494 2.848  0.40
H: -5.915 -1.646 4.296  0.36
H: -6.390 -1.819 2.577  0.33
H: -4.883 -0.988 3.010  0.24
C: 0.143 -5.018 -5.041  -0.73
C: 0.383 -5.300 -6.499  0.65
O: -0.313 -6.087 -7.116  -0.56
C: 1.518 -4.570 -7.168  -1.04
H: -0.703 -5.610 -4.692  0.27
H: 1.025 -5.291 -4.459  0.20
H: -0.090 -3.960 -4.900  0.33
H: 2.462 -4.824 -6.680  0.34
H: 1.346 -3.493 -7.121  0.22
H: 1.574 -4.871 -8.217  0.29
C: 4.764 3.763 3.532  -0.62
C: 5.520 5.018 3.185  0.69
O: 6.691 4.981 2.849  -0.60
C: 4.769 6.319 3.272  -0.86
H: 5.426 2.901 3.426  0.24
H: 4.417 3.812 4.566  0.38
H: 3.918 3.639 2.853  0.00
H: 4.421 6.479 4.293  0.19
H: 3.924 6.306 2.582  0.30
H: 5.435 7.140 2.996  0.27
C: -1.330 4.947 2.426  -0.90
C: -2.478 4.971 1.453  0.96
O: -3.278 4.056 1.395  -0.59
C: -2.598 6.172 0.552  -1.22
H: -1.369 4.024 3.009  0.21
H: -0.382 4.979 1.883  0.38
H: -1.405 5.795 3.108  0.19
H: -1.707 6.258 -0.073  0.32
H: -2.728 7.075 1.152  0.32
H: -3.469 6.053 -0.096  0.34
C: -1.813 -6.727 -10.031  -0.87
C: -2.761 -6.019 -10.960  0.81
O: -2.359 -5.418 -11.940  -0.57
C: -4.230 -6.082 -10.631  -1.05
H: -0.790 -6.598 -10.391  0.25
H: -1.887 -6.302 -9.028  0.21
H: -2.044 -7.795 -10.008  0.32
H: -4.411 -5.628 -9.654  0.30
H: -4.567 -7.120 -10.634  0.30
H: -4.794 -5.528 -11.385  0.29
C: 0.473 7.876 5.587  -0.72
C: 1.861 8.299 5.190  0.75
O: 2.439 7.768 4.260  -0.51
C: 2.507 9.403 5.986  -1.20
H: 0.137 7.074 4.929  0.07
H: 0.476 7.505 6.615  0.35
H: -0.215 8.719 5.491  0.31
H: 2.602 9.102 7.031  0.32
H: 1.910 10.315 5.908  0.33
H: 3.504 9.602 5.587  0.31
C: 1.734 1.547 -7.708  -1.17
C: 2.370 1.544 -6.343  0.87
O: 2.329 2.526 -5.625  -0.57
C: 3.059 0.281 -5.903  -0.73
H: 1.275 2.522 -7.892  0.31
H: 2.492 1.368 -8.473  0.31
H: 0.958 0.781 -7.758  0.32
H: 3.877 0.046 -6.588  0.34
H: 2.342 -0.543 -5.873  0.34
H: 3.472 0.423 -4.901  -0.02
C: -3.406 -5.629 6.792  -0.97
C: -4.669 -6.203 7.378  0.83
O: -5.731 -5.614 7.292  -0.55
C: -4.567 -7.534 8.074  -1.09
H: -3.630 -4.669 6.323  0.17
H: -2.670 -5.469 7.583  0.38
H: -3.008 -6.306 6.034  0.32
H: -3.881 -7.460 8.921  0.32
H: -4.219 -8.295 7.372  0.31
H: -5.552 -7.825 8.446  0.30
C: -3.785 4.718 6.013  -1.21
C: -3.041 5.980 5.671  0.86
O: -1.869 5.953 5.342  -0.48
C: -3.801 7.277 5.750  -1.13
H: -3.114 3.863 5.912  0.29
H: -4.141 4.764 7.045  0.39
H: -4.626 4.585 5.329  0.34
H: -4.157 7.437 6.770  0.37
H: -4.643 7.258 5.054  0.33
H: -3.139 8.102 5.477  0.24

=====

(2)
Formula: FH2OP
Source: the Open Molecules 2025 dataset
Level of theory: wB97M-V/def2-TZVPD

Largest force on an atom in hartree/bohr: 0.0137
Energy relative to the best compared isomer or geometry (same formula, charge and spin) in eV: 7.650

Last column: Mulliken charge in e.
CARTESIAN COORDINATES (ANGSTROEM)
O: -0.839 1.062 -1.053  -0.11
F: 0.197 1.025 -1.925  -0.03
P: -0.244 -1.127 0.835  0.01
H: -0.149 -0.120 1.808  0.07
H: 1.035 -0.840 0.335  0.06

=====

(3)
Formula: C36H44MgN7O5S3
Source: the Open Molecules 2025 dataset
Level of theory: wB97M-V/def2-TZVPD

Largest force on an atom in hartree/bohr: 0.0023
Net charge: -1
Energy relative to the best compared isomer or geometry (same formula, charge and spin) in eV: 0.000

Last column: Mulliken charge in e.
CARTESIAN COORDINATES (ANGSTROEM)
Mg: -1.113 0.000 0.834  3.54
C: 3.662 3.902 -3.230  -1.57
C: 2.260 3.666 -2.740  0.84
C: 1.217 3.407 -3.621  -0.63
C: -0.072 3.168 -3.160  -0.75
C: -0.322 3.194 -1.800  -0.07
C: 0.704 3.465 -0.902  -0.11
C: 1.982 3.697 -1.373  -0.39
S: -1.942 2.810 -1.182  1.12
O: -2.864 3.097 -2.260  -0.80
O: -2.099 3.556 0.044  -0.81
N: -1.866 1.274 -0.794  -0.48
C: -2.030 0.240 -1.676  -0.06
C: -2.693 0.254 -2.921  -0.66
C: -2.819 -0.924 -3.618  -0.71
C: -2.302 -2.111 -3.101  -1.14
C: -1.666 -2.041 -1.880  -0.28
N: -1.523 -0.913 -1.188  0.69
H: 3.718 3.830 -4.317  0.34
H: 4.345 3.165 -2.803  0.27
H: 4.019 4.891 -2.933  0.38
H: 1.415 3.393 -4.688  0.50
H: -0.883 2.969 -3.848  0.36
H: 0.494 3.478 0.159  0.33
H: 2.788 3.884 -0.672  0.35
H: -3.106 1.179 -3.290  0.64
H: -3.331 -0.923 -4.573  0.39
H: -2.386 -3.051 -3.627  0.46
H: -1.241 -2.929 -1.422  0.09
C: -0.713 2.526 2.798  -0.90
N: -1.403 1.237 2.779  0.38
C: -0.997 0.443 3.934  -0.74
C: -2.862 1.440 2.813  -1.76
C: -3.616 0.160 2.515  1.62
C: -4.797 -0.124 3.193  -0.74
C: -5.543 -1.247 2.851  -0.81
C: -5.099 -2.062 1.819  -0.77
C: -3.901 -1.764 1.171  -0.57
C: -3.097 -0.668 1.504  -0.54
H: -0.922 3.069 3.734  0.42
H: -1.051 3.128 1.957  0.10
H: 0.362 2.366 2.718  0.15
H: -1.191 0.991 4.869  0.39
H: 0.064 0.207 3.874  -0.03
H: -1.557 -0.488 3.946  0.06
H: -3.095 2.181 2.044  0.41
H: -3.158 1.864 3.787  0.38
H: -5.146 0.535 3.984  0.40
H: -6.466 -1.472 3.375  0.34
H: -5.687 -2.926 1.521  0.41
H: -3.589 -2.424 0.359  0.54
O: 4.704 1.547 -0.476  -0.70
C: 4.345 1.480 0.816  0.36
C: 5.283 1.866 1.777  -0.80
C: 4.985 1.787 3.124  -0.41
C: 3.743 1.322 3.544  -0.98
C: 2.806 0.963 2.592  -0.64
C: 3.072 1.045 1.229  0.41
C: 1.977 0.687 0.268  -0.71
O: 0.804 0.594 0.710  0.17
N: 2.395 0.510 -0.976  -0.29
N: 1.385 0.288 -1.891  0.64
C: 1.808 0.068 -3.061  -0.32
S: 3.533 0.056 -3.507  -0.14
C: 3.246 -0.401 -5.238  -0.58
C: 1.898 0.157 -5.660  -0.53
S: 0.698 -0.286 -4.384  0.01
H: 3.935 1.138 -0.980  0.38
H: 6.249 2.215 1.432  0.42
H: 5.729 2.085 3.853  0.35
H: 3.510 1.247 4.599  0.44
H: 1.829 0.599 2.878  0.35
H: 3.259 -1.486 -5.339  0.29
H: 4.057 0.021 -5.833  0.43
H: 1.561 -0.275 -6.602  0.43
H: 1.945 1.242 -5.759  0.10
C: -1.729 -3.259 3.497  -0.84
N: -1.184 -3.760 2.244  0.24
C: -2.002 -4.756 1.574  -1.29
C: -0.313 -2.952 1.563  0.17
O: -0.141 -1.770 1.872  -0.56
N: 0.394 -3.527 0.535  0.74
C: 1.269 -2.645 -0.228  -0.79
C: 0.860 -4.900 0.613  -1.31
H: -2.021 -4.116 4.107  0.44
H: -2.597 -2.615 3.334  0.13
H: -0.962 -2.697 4.022  0.29
H: -3.054 -4.484 1.682  0.43
H: -1.850 -5.754 1.998  0.31
H: -1.771 -4.783 0.512  0.37
H: 0.767 -1.713 -0.463  -0.56
H: 1.528 -3.144 -1.163  0.43
H: 2.187 -2.417 0.323  0.50
H: 0.405 -5.420 1.451  0.38
H: 1.946 -4.912 0.755  0.34
H: 0.632 -5.445 -0.307  0.30